Entry from the Open Molecules 2025 dataset: a structure of composition C36H56N4PdSe2 in a non-equilibrium geometry (ωB97M-V with the def2-TZVPD basis set).

Geometry as XYZ:
```
99
Properties=species:S:1:pos:R:3
Pd -1.73 -0.05 0.00
C -5.56 -3.11 2.23
Se -6.92 -2.66 0.84
C -5.66 -1.90 -0.42
C -5.22 -0.54 -0.05
Se -3.80 0.15 -1.32
C -4.30 1.96 -0.86
H -4.73 -3.63 1.74
H -6.07 -3.84 2.82
H -5.24 -2.22 2.75
H -6.22 -1.94 -1.34
H -4.81 -2.57 -0.49
H -4.77 -0.45 0.95
H -6.08 0.17 -0.07
H -3.69 2.63 -1.46
H -4.29 2.20 0.22
H -5.33 2.13 -1.30
C 1.64 -3.45 1.18
C 0.32 -3.26 2.00
C -0.89 -3.50 1.09
C 0.18 -2.01 2.83
C 0.28 -2.14 4.21
C -0.09 -1.15 5.08
C -0.51 0.11 4.59
C -0.40 0.35 3.19
C -0.77 1.73 2.63
C -1.79 2.41 3.60
C 0.45 2.63 2.32
C -0.08 -0.73 2.27
N 0.04 -0.50 0.96
C 1.09 0.02 0.33
C 0.94 0.32 -1.02
N -0.30 0.01 -1.56
C -0.56 0.21 -2.92
C -0.52 1.50 -3.55
C -1.11 1.70 -4.80
C -1.85 0.68 -5.36
C -1.81 -0.57 -4.79
C -1.05 -0.84 -3.66
C -1.04 -2.21 -3.04
C -1.76 -3.25 -3.89
C 0.45 -2.63 -2.90
C 0.01 2.78 -2.84
C 1.51 3.05 -3.21
C -0.74 4.15 -3.04
H 1.69 -4.53 0.90
H 2.56 -3.05 1.70
H 1.57 -2.88 0.23
H 0.33 -4.07 2.78
H -1.01 -2.65 0.41
H -1.81 -3.64 1.70
H -0.80 -4.43 0.55
H 0.73 -3.11 4.57
H -0.09 -1.20 6.11
H -0.84 0.93 5.23
H -1.33 1.51 1.71
H -1.29 2.57 4.58
H -2.60 1.73 3.88
H -2.25 3.36 3.22
H 0.98 2.94 3.18
H 0.03 3.59 1.89
H 1.22 2.31 1.61
H 2.00 0.37 0.81
H 1.68 0.79 -1.68
H -0.97 2.67 -5.26
H -2.64 0.91 -6.08
H -2.38 -1.33 -5.24
H -1.38 -2.06 -1.98
H -1.36 -3.20 -4.93
H -2.84 -3.11 -4.01
H -1.58 -4.24 -3.48
H 0.86 -2.91 -3.88
H 0.48 -3.55 -2.30
H 1.02 -1.80 -2.47
H 0.09 2.60 -1.75
H 1.97 3.59 -2.36
H 1.64 3.51 -4.23
H 2.08 2.13 -3.32
H -0.49 4.59 -4.00
H -0.38 4.77 -2.25
H -1.84 4.16 -2.91
N 2.76 2.98 -0.11
C 3.84 2.52 0.01
N 4.85 1.92 0.60
C 4.70 1.87 2.10
C 5.12 0.50 2.64
C 6.22 -0.18 1.79
C 6.99 0.79 0.91
C 6.11 1.61 -0.06
H 3.70 2.21 2.30
H 5.36 2.63 2.53
H 4.24 -0.16 2.74
H 5.42 0.72 3.71
H 5.71 -0.94 1.21
H 6.97 -0.67 2.40
H 7.66 0.16 0.31
H 7.60 1.45 1.54
H 5.86 1.09 -1.02
H 6.62 2.52 -0.43
```

Output
2S+1 ... 3
Electronic energy ... -178369.6872 eV
Highest occupied orbital energy (alpha / beta) ... -6.3 / -7.9 eV
⟨S²⟩ ... 2.019
Gap between HOMO and LUMO (alpha / beta) ... 6.78 / 7.89 eV
Maximum force ... 4.236 eV/Å

Entry from the Open Molecules 2025 dataset: a structure of composition C36H57ClGeIrN7O4S2 in a non-equilibrium geometry (ωB97M-V with the def2-TZVPD basis set).

Geometry as XYZ:
```
109
Properties=species:S:1:pos:R:3
Ir -0.51 -0.10 -0.99
C 1.17 3.21 1.62
C 0.32 2.73 0.44
C 0.89 3.32 -0.85
C -1.14 3.14 0.64
O 0.43 1.29 0.37
Ge 0.07 0.11 1.94
O 0.78 -1.23 0.94
C 1.54 -2.35 1.45
C 1.19 -2.58 2.92
C 1.19 -3.60 0.65
C 3.03 -2.04 1.32
O -1.67 -0.28 0.54
C -2.98 -0.57 1.05
C -3.05 -0.08 2.50
C -3.17 -2.09 1.04
C -4.04 0.14 0.22
H 1.09 4.29 1.70
H 0.81 2.77 2.55
H 2.21 2.94 1.48
H 0.88 4.40 -0.80
H 1.92 2.98 -0.97
H 0.30 2.98 -1.71
H -1.28 4.20 0.44
H -1.79 2.56 -0.02
H -1.45 2.95 1.67
H 0.10 -2.64 3.04
H 1.62 -3.51 3.28
H 1.58 -1.77 3.53
H 0.12 -3.82 0.74
H 1.43 -3.49 -0.41
H 1.75 -4.45 1.04
H 3.25 -1.06 1.75
H 3.61 -2.79 1.85
H 3.36 -2.03 0.27
H -2.34 -0.62 3.12
H -2.83 0.99 2.56
H -4.04 -0.25 2.90
H -2.36 -2.57 1.60
H -4.11 -2.34 1.53
H -3.17 -2.47 0.02
H -3.90 1.21 0.29
H -3.96 -0.15 -0.83
H -5.03 -0.11 0.60
S -1.46 1.76 -2.89
C -2.66 2.97 -2.63
N -2.42 4.22 -3.12
C -3.33 5.19 -3.07
C -4.56 4.93 -2.51
C -4.75 3.65 -1.99
N -3.81 2.70 -2.05
H -1.52 4.40 -3.57
H -3.07 6.16 -3.50
H -5.34 5.68 -2.46
H -5.68 3.37 -1.52
S -0.88 -2.27 -2.13
C -2.44 -2.70 -2.70
N -2.58 -3.96 -3.20
C -3.76 -4.43 -3.66
C -4.86 -3.62 -3.61
C -4.67 -2.34 -3.09
N -3.49 -1.90 -2.66
H -1.76 -4.56 -3.23
H -3.78 -5.43 -4.05
H -5.83 -3.96 -3.94
H -5.49 -1.64 -3.02
C 3.05 -0.53 -7.98
C 2.73 -0.04 -6.56
C 1.90 1.25 -6.70
C 1.85 -1.09 -5.84
C 4.08 0.32 -5.82
O 4.64 1.49 -6.37
C 5.22 -0.74 -5.99
C 5.15 -2.20 -5.53
C 5.79 -2.58 -4.23
C 5.20 -3.58 -3.41
C 5.84 -4.05 -2.31
C 7.12 -3.54 -1.97
Cl 7.95 -4.15 -0.65
C 7.71 -2.52 -2.77
C 7.06 -2.06 -3.87
C 3.89 0.85 -4.36
N 2.91 0.27 -3.47
C 1.71 0.75 -3.14
N 1.16 -0.03 -2.22
C 2.11 -1.00 -2.01
N 3.17 -0.83 -2.75
H 2.12 -0.60 -8.55
H 3.50 -1.52 -7.98
H 3.70 0.16 -8.52
H 0.99 1.03 -7.27
H 2.45 2.02 -7.23
H 1.60 1.66 -5.73
H 1.44 -1.79 -6.57
H 1.01 -0.62 -5.33
H 2.39 -1.68 -5.10
H 4.98 1.35 -7.26
H 6.10 -0.26 -5.55
H 5.40 -0.75 -7.06
H 5.75 -2.77 -6.26
H 4.16 -2.63 -5.61
H 4.25 -4.01 -3.69
H 5.41 -4.83 -1.70
H 8.70 -2.15 -2.52
H 7.54 -1.32 -4.49
H 3.64 1.91 -4.48
H 4.86 0.80 -3.87
H 1.27 1.64 -3.56
H 1.99 -1.80 -1.30
```

Output
2S+1 ... 5
Electronic energy ... -150387.3716 eV
Net charge ... +4
Highest occupied orbital energy (alpha / beta) ... -18.1 / -18.0 eV
⟨S²⟩ ... 6.039
Gap between HOMO and LUMO (alpha / beta) ... 7.63 / 4.52 eV
Maximum force ... 1.485 eV/Å

Entry from the Open Molecules 2025 dataset: a structure of composition C36H57HfN6OP2S3SeSi (ωB97M-V with the def2-TZVPD basis set).

Geometry as XYZ:
```
108
Properties=species:S:1:pos:R:3
Hf -0.14 -0.20 0.08
C 0.71 3.21 -2.41
P -0.04 2.60 -0.85
C -1.61 3.52 -0.89
C 1.03 3.47 0.35
C 0.89 4.84 0.60
C 1.76 5.48 1.47
C 2.77 4.77 2.10
C 2.93 3.42 1.83
C 2.07 2.76 0.95
P 2.40 1.05 0.43
C 3.65 1.28 -0.88
C 3.42 0.32 1.75
H 0.90 4.27 -2.28
H 0.03 3.05 -3.24
H 1.64 2.70 -2.63
H -1.44 4.55 -1.20
H -2.12 3.51 0.06
H -2.25 3.04 -1.64
H 0.11 5.41 0.13
H 1.64 6.54 1.66
H 3.44 5.27 2.79
H 3.74 2.88 2.32
H 4.35 2.05 -0.52
H 3.23 1.60 -1.83
H 4.20 0.36 -1.05
H 4.42 0.76 1.72
H 3.52 -0.75 1.58
H 2.98 0.48 2.73
C -1.00 3.00 2.76
C -0.19 1.79 3.13
C 0.38 1.70 4.38
C 1.01 0.52 4.77
C 1.01 -0.57 3.92
C 0.38 -0.43 2.69
N -0.15 0.75 2.27
N 0.18 -1.43 1.74
Si -0.05 -3.14 2.32
C -1.33 -3.89 1.18
C -0.75 -3.17 4.05
C 1.60 -4.01 2.31
H -1.79 3.13 3.50
H -1.46 2.87 1.79
H -0.39 3.90 2.77
H 0.31 2.54 5.06
H 1.48 0.45 5.74
H 1.48 -1.50 4.18
H -1.61 -3.25 0.33
H -2.25 -4.06 1.74
H -1.02 -4.86 0.79
H -1.46 -2.37 4.25
H 0.01 -3.14 4.82
H -1.28 -4.12 4.16
H 2.29 -3.64 1.56
H 1.47 -5.08 2.15
H 2.08 -3.91 3.28
C -0.03 -1.55 -5.32
C 0.39 -0.20 -4.75
S -0.37 0.28 -3.16
C -2.14 0.19 -3.49
C -2.81 -1.17 -3.28
S -2.06 -2.16 -1.96
C -1.86 -3.80 -2.72
C -1.19 -3.85 -4.10
S 0.37 -2.95 -4.24
H 0.51 -1.69 -6.26
H -1.09 -1.57 -5.56
H 0.13 0.59 -5.45
H 1.46 -0.15 -4.57
H -2.31 0.54 -4.51
H -2.59 0.93 -2.82
H -2.78 -1.77 -4.19
H -3.86 -1.02 -3.02
H -2.85 -4.25 -2.78
H -1.28 -4.36 -1.99
H -1.86 -3.50 -4.88
H -0.98 -4.89 -4.33
N 5.33 -1.95 -3.53
C 4.14 -1.37 -3.29
O 3.80 -0.30 -3.76
C 3.17 -2.09 -2.38
C 3.15 -3.46 -2.12
C 2.10 -3.96 -1.37
C 1.16 -3.09 -0.85
N 1.21 -1.76 -1.04
C 2.18 -1.30 -1.83
H 5.96 -1.49 -4.17
H 5.60 -2.82 -3.13
H 3.89 -4.13 -2.54
H 2.01 -5.02 -1.17
H 0.34 -3.47 -0.27
H 2.19 -0.25 -2.07
C -2.92 -0.25 3.44
N -3.61 0.85 2.79
C -4.45 1.72 3.46
C -5.04 2.49 2.53
N -4.56 2.09 1.30
C -5.02 2.62 0.02
C -3.67 1.10 1.48
Se -2.87 0.18 0.04
H -2.29 0.13 4.24
H -2.32 -0.76 2.70
H -3.66 -0.94 3.85
H -4.56 1.70 4.53
H -5.77 3.27 2.63
H -5.77 3.38 0.22
H -5.47 1.83 -0.57
H -4.19 3.06 -0.52
```

Output
Electronic energy ... -174843.6299 eV
Net charge ... +3
Highest occupied orbital energy ... -15.3 eV
Gap between HOMO and LUMO ... 7.32 eV
Maximum force ... 0.561 eV/Å

Entry from the Open Molecules 2025 dataset: the molecule C36H57N5O8 in a non-equilibrium geometry (ωB97M-V with the def2-TZVPD basis set).

Geometry as XYZ:
```
106
Properties=species:S:1:pos:R:3
C 0.86 2.96 2.87
H 1.35 2.00 2.74
H 0.55 3.33 1.90
H 1.58 3.67 3.29
C -0.33 2.81 3.82
C -1.01 4.17 4.04
H -1.22 4.67 3.09
H -0.37 4.81 4.62
H -1.95 4.03 4.57
C 0.16 2.28 5.18
H 0.69 1.34 5.03
H -0.70 2.10 5.83
H 0.82 2.99 5.65
O -1.26 1.82 3.37
C -1.96 2.04 2.18
H -2.97 1.63 2.33
H -2.05 3.11 1.96
C -1.33 1.35 0.94
N -1.65 2.12 -0.25
C -0.70 2.41 -1.18
O 0.49 2.30 -0.99
O -1.30 2.91 -2.27
C -0.52 3.50 -3.34
C -1.58 4.02 -4.32
H -2.21 4.75 -3.83
H -1.10 4.48 -5.17
H -2.20 3.20 -4.66
C 0.36 2.44 -4.01
H 1.09 2.08 -3.30
H 0.87 2.88 -4.86
H -0.25 1.61 -4.35
C 0.32 4.66 -2.81
H -0.32 5.38 -2.30
H 1.06 4.29 -2.10
H 0.83 5.15 -3.63
H -2.60 2.04 -0.58
C -1.83 -0.04 0.78
N -3.07 -0.42 0.70
N -3.06 -1.74 0.46
C -1.82 -2.11 0.41
O -0.99 -1.07 0.62
C -1.26 -3.47 0.18
N -0.01 -3.36 -0.54
C 0.09 -3.50 -1.87
O -0.83 -3.91 -2.55
C 1.48 -3.22 -2.46
H 2.06 -4.13 -2.28
C 1.35 -2.98 -3.97
C 1.10 -1.48 -4.24
N 0.46 -0.87 -3.10
C -0.88 -0.73 -2.96
O -1.40 -0.32 -1.94
O -1.52 -1.03 -4.10
C -2.97 -1.05 -4.14
C -3.52 -1.99 -3.07
H -3.47 -1.54 -2.08
H -4.56 -2.22 -3.29
H -2.95 -2.92 -3.07
C -3.52 0.37 -3.98
H -3.16 0.80 -3.04
H -3.18 1.00 -4.80
H -4.60 0.34 -3.97
C -3.28 -1.59 -5.53
H -4.35 -1.59 -5.70
H -2.91 -2.61 -5.62
H -2.80 -0.98 -6.29
C 1.31 -0.77 -1.93
C 2.19 -2.02 -1.82
H 2.46 -2.20 -0.78
H 3.13 -1.87 -2.36
H 1.93 0.13 -2.00
H 0.66 -0.65 -1.06
H 0.46 -1.35 -5.11
H 2.04 -0.95 -4.41
H 2.26 -3.30 -4.49
H 0.51 -3.57 -4.33
H 0.74 -2.92 -0.01
H -1.96 -4.04 -0.44
C -1.03 -4.17 1.54
C -0.15 -3.31 2.40
C 1.23 -3.40 2.33
C 2.05 -2.51 2.99
C 1.50 -1.47 3.74
C 0.10 -1.40 3.84
C -0.70 -2.31 3.19
H -1.78 -2.22 3.27
H -0.34 -0.61 4.42
O 2.15 -0.49 4.41
C 3.57 -0.33 4.50
C 4.22 -0.12 3.13
H 5.18 0.37 3.26
H 3.59 0.53 2.52
H 4.38 -1.05 2.60
C 4.21 -1.49 5.27
H 3.75 -1.57 6.26
H 5.27 -1.29 5.40
H 4.09 -2.44 4.76
C 3.72 0.96 5.32
H 3.17 0.87 6.25
H 3.32 1.80 4.76
H 4.76 1.15 5.54
H 3.12 -2.63 2.90
H 1.69 -4.20 1.75
H -2.00 -4.33 2.01
H -0.57 -5.14 1.35
H -0.24 1.32 1.03
```

Output
Electronic energy ... -62090.7392 eV
Highest occupied orbital energy ... -8.5 eV
Gap between HOMO and LUMO ... 9.00 eV
Maximum force ... 1.536 eV/Å